[1]
64
Properties=species:S:1:pos:R:3 method="wB97M-V/def2-TZVPD" multiplicity=3 homo_ha="-0.200 / -0.226" relative_energy_ev=1.010 s2=2.03 total_charge=-1 lumo_ev="0.460 / 0.779"
S 1.714 0.639 2.915
H 0.174 1.072 5.311
H -1.428 -1.985 -1.289
N 2.163 -1.671 0.197
H -1.964 5.524 5.277
H -3.232 4.465 4.670
C -0.041 1.877 4.623
C -0.154 -1.684 4.201
C 0.791 -0.335 -8.453
C 0.766 -0.387 -1.543
C -1.952 -3.267 3.782
H -3.472 -4.272 1.719
F 1.976 -0.654 -9.001
H -1.282 0.127 -4.340
N 6.608 -1.634 0.826
F -0.119 -1.192 -8.965
C -0.922 -2.059 1.952
H -1.268 0.147 -6.821
N 0.752 -0.449 2.246
C -2.712 -3.562 1.412
H -2.451 5.615 3.583
C 3.263 -1.712 -0.190
H -2.680 -3.984 4.139
Cl -3.515 0.117 -1.492
H -3.222 -3.612 -0.663
C 0.634 1.951 3.411
C -0.979 2.845 4.938
C -1.249 3.896 4.064
C 0.813 -0.366 -6.956
C -0.364 -0.083 -6.271
C 0.780 -0.390 -2.749
H 0.947 3.051 1.607
C 1.976 -0.666 -6.263
C -1.875 -2.984 2.398
H -1.513 2.784 5.879
Cl -3.784 2.568 0.799
C 0.399 3.002 2.538
C 4.534 -1.862 -0.676
H -1.147 -2.856 5.701
Cl -2.531 3.333 -1.738
O 2.358 0.141 4.097
C -2.574 -3.213 0.103
C -0.065 -1.373 2.863
C -1.101 -2.632 4.643
H 2.886 -0.892 -6.800
C 4.677 -2.108 -2.067
C -0.375 -0.092 -4.890
H 0.519 -1.219 4.906
N 4.765 -2.310 -3.199
N -0.499 1.044 0.259
F 0.459 0.886 -8.928
C 5.670 -1.729 0.163
Ni 0.734 -0.428 0.317
C -0.539 3.967 2.870
C -2.645 2.224 -0.436
C -1.472 1.579 -0.056
H -0.730 4.784 2.185
N -0.777 -1.757 0.629
C 0.795 -0.387 -4.182
H 2.869 -0.921 -4.329
O 2.492 1.128 1.799
C -1.570 -2.292 -0.262
C 1.968 -0.679 -4.878
C -2.280 4.933 4.415

---

[2]
65
Properties=species:S:1:pos:R:3 method="wB97M-V/def2-TZVPD" homo_ha=-0.246 relative_energy_ev=10.247 total_charge=0 lumo_ev=-4.233
H -4.594 5.339 2.774
H 0.305 1.551 -2.347
H 2.367 3.521 5.384
O 1.150 0.857 -5.040
H -2.659 -4.051 -0.643
C -2.570 -3.476 0.279
H 4.466 -1.315 -3.650
C 3.490 -0.865 -3.836
H 1.393 -0.502 -3.282
N -0.978 -3.364 2.254
H -5.253 3.175 2.107
O -2.366 -2.089 0.060
H -1.457 -5.034 1.129
C 1.326 1.390 -2.695
C 2.999 -0.476 -2.416
H -2.519 -2.912 5.315
O -3.470 2.321 1.904
H 3.046 -1.405 -1.849
Hg -0.420 -0.416 1.813
C -1.349 -3.959 0.990
C -1.610 -0.330 5.091
H 0.521 1.956 -6.800
O 2.771 -1.925 -4.441
O -1.652 -1.391 4.102
H 2.694 1.995 -4.348
H -4.474 2.924 3.626
H 4.390 -2.467 -5.577
H -2.653 -0.605 -1.319
H 3.319 4.856 4.612
H 2.336 1.651 -6.644
H -2.041 -2.115 -1.995
H 2.942 3.684 2.323
H -3.706 -2.156 -1.558
H 1.810 2.044 -1.970
C 1.638 1.790 -4.175
C -3.834 4.629 2.448
H 2.812 -2.924 -6.339
H 3.659 0.265 -1.967
H -0.813 -3.090 5.134
H -0.595 -3.758 0.229
H -2.866 4.675 2.947
H -2.392 -0.486 5.834
H 1.350 0.511 -7.157
C -1.982 -3.591 3.355
H -0.163 -3.834 2.623
H 3.412 -1.388 -6.429
C -2.757 -1.690 -1.292
C 2.611 4.041 4.457
H -3.444 -3.879 0.791
C -4.282 3.234 2.599
H -0.649 -0.480 5.582
C 3.340 -2.206 -5.712
O 2.615 1.867 3.296
C 3.115 3.214 3.292
H 4.200 3.295 3.348
C -1.706 -2.757 4.605
H 3.528 0.024 -4.465
H 1.740 4.611 4.132
H -3.514 4.917 1.447
H -1.952 -4.621 3.710
H -3.008 -3.428 3.028
H -1.668 0.663 4.643
H 1.141 2.711 -4.481
C 1.322 1.318 -6.425
N 1.590 -0.040 -2.406

---

[3]
62
Properties=species:S:1:pos:R:3 method="wB97M-V/def2-TZVPD" multiplicity=4 homo_ha="-0.655 / -0.651" relative_energy_ev=1.261 s2=3.77 total_charge=+3 lumo_ev="-11.503 / -12.561"
C -0.178 1.116 2.359
H -0.701 -3.962 -1.311
H -4.377 0.919 -0.602
C 2.092 0.579 3.779
H 2.498 -3.183 -0.569
H 3.310 3.179 2.074
C 1.021 1.899 1.936
H -3.500 -1.901 0.650
H 2.998 -1.731 1.430
H 0.844 2.977 2.075
H 1.488 0.968 4.610
H -1.558 -2.739 -2.996
H 3.161 0.054 1.344
H -2.590 -2.682 -0.715
H -3.194 0.581 -2.799
H 2.783 -2.382 -2.170
H 0.453 2.029 -5.681
H -2.962 1.935 -0.077
H 3.105 0.401 4.162
C -1.058 1.720 3.269
H -2.798 1.465 4.504
P 1.853 -0.895 -0.479
C 0.340 1.606 -4.681
H -1.834 1.351 -4.780
C 1.293 0.815 -2.607
H -2.415 -0.882 -2.885
O -1.693 -2.459 -3.871
O -0.605 -2.972 -1.388
C -0.908 1.247 -4.215
C -3.260 -1.850 -0.423
C 3.195 -0.883 0.755
H 2.460 1.501 -4.223
C -0.446 -0.197 1.874
H 1.227 1.779 0.852
N 0.049 0.596 -2.156
Re -0.165 -0.083 -0.075
H -3.060 -0.952 3.948
C -2.116 0.984 3.806
H 1.097 -2.853 -1.660
H -2.549 -2.960 -3.965
H -1.503 -2.037 2.299
C -1.426 -0.980 2.553
N 2.214 1.509 2.678
H 4.180 -1.003 0.272
H -4.179 -1.816 -1.035
H 1.666 -0.374 3.454
H -3.623 0.686 1.034
C -2.271 -0.359 3.471
H 3.183 -0.174 -2.417
H 4.069 2.165 3.329
P -2.278 -0.310 -0.613
C -2.311 0.030 -2.479
H -0.477 -2.093 -0.708
C 3.122 2.582 2.970
H 2.735 3.251 3.756
H 2.953 1.181 -1.278
C 1.448 1.357 -3.882
C 2.094 -2.492 -1.320
C -3.446 0.950 -0.017
C 2.453 0.333 -1.773
C -1.025 0.697 -2.946
H -0.878 2.759 3.555

---

[4]
10
Properties=species:S:1:pos:R:3 method="wB97M-V/def2-TZVPD" homo_ha=-0.340 relative_energy_ev=4.557 total_charge=0 lumo_ev=-1.793
S 1.480 0.124 -0.580
C -0.469 -1.361 0.478
O 1.193 -0.048 -1.997
H 0.097 -1.936 -0.231
H -0.222 -1.579 1.501
C -0.972 -0.162 0.208
C -1.258 1.036 0.171
S 3.343 0.624 -0.284
H -0.870 2.059 0.458
H -2.321 1.242 0.277

---

[5]
30
Properties=species:S:1:pos:R:3 method="wB97M-V/def2-TZVPD" multiplicity=5 homo_ha="-0.071 / -0.198" s2=6.04 total_charge=-1 lumo_ev="2.509 / 1.432"
C 1.306 0.506 -1.165
C 2.278 1.072 -0.100
H -2.245 -2.404 -2.646
H -1.779 0.002 -3.796
C -2.005 -0.168 -2.752
C 3.144 -0.937 -0.808
C -2.435 0.176 -0.484
C 2.030 -0.662 -1.662
Cl 0.169 -2.279 0.083
H 1.708 -1.135 -2.578
C -2.636 -1.226 -0.760
C 3.316 0.165 0.108
H -2.509 0.633 0.489
F -1.321 0.875 4.568
H 3.703 -1.869 -0.797
F -0.085 -0.880 4.041
O -0.199 1.363 1.202
H -1.809 1.872 -1.832
O 1.707 0.611 2.554
H -2.992 -1.958 -0.048
S 0.432 1.334 2.531
F -1.740 -0.284 2.745
O 0.388 2.582 3.268
C -2.061 0.832 -1.724
C -2.312 -1.441 -2.154
H 0.978 1.307 -1.871
H 4.163 0.246 0.809
Ir -0.590 -0.579 -1.110
H 2.138 2.052 0.345
C -0.742 0.196 3.546

---

[6]
17
Properties=species:S:1:pos:R:3 method="wB97M-V/def2-TZVPD" homo_ha=-0.100 relative_energy_ev=2.181 total_charge=-1 lumo_ev=3.187
H 1.396 -0.731 -2.095
H -1.893 0.844 -0.096
H -0.936 -0.035 0.916
H 0.613 1.484 0.713
H -0.738 -0.198 2.541
C -0.075 0.172 -1.054
S -2.231 -1.578 -0.385
O -0.234 0.379 3.071
O 1.514 1.967 -1.060
H 0.568 0.780 2.714
N 0.709 -1.059 -1.483
C 1.058 1.117 -0.298
H -0.379 0.627 -2.073
C -1.253 -0.098 -0.140
H 1.951 0.437 0.164
H -1.269 -2.583 -0.667
H 1.197 -1.525 -0.768